[1]
{"formula": "C2HI3", "method": "ωB97M-V with the def2-TZVPD basis set", "e_homo_ha": [-0.3027, -0.3028], "de_lowest_ev": 6.117, "gap_ev": [6.6, 6.6], "mol_weight_g_mol": 405.74, "symbols": ["C", "C", "I", "I", "I", "H"], "coordinates": [[0.299, -0.598, -0.480], [0.242, -2.904, 1.240], [2.218, -0.347, -1.154], [-1.271, -4.052, 0.437], [2.159, -3.638, 1.133], [-0.137, 0.525, -0.424]], "lowdin_charge": [-0.562, -1.309, 0.685, 0.629, 0.618, -0.061]}


[2]
{"formula": "C2HIN2O2", "method": "ωB97M-V with the def2-TZVPD basis set", "e_homo_ha": -0.4017, "de_lowest_ev": 2.053, "gap_ev": 9.4, "smiles": "N#C[C@@H](I)[N+](=O)[O-]", "mol_weight_g_mol": 211.95, "symbols": ["N", "C", "C", "I", "N", "O", "O", "H"], "coordinates": [[0.009, -1.259, 2.196], [0.152, -0.761, 1.175], [-0.023, -0.394, -0.237], [-2.039, -0.740, -0.805], [0.274, 0.950, -0.409], [0.901, 1.248, -1.382], [-0.047, 1.760, 0.399], [0.773, -0.805, -0.937]], "lowdin_charge": [0.192, -0.267, -0.697, 0.983, -0.554, 0.094, 0.101, 0.147]}


[3]
{"formula": "C2HIN2OS", "method": "ωB97M-V with the def2-TZVPD basis set", "e_homo_ha": [-0.3059, -0.3059], "de_lowest_ev": 2.709, "gap_ev": [7.3, 7.3], "smiles": "[S-][N+]#CI.N=C=O", "mol_weight_g_mol": 228.01, "symbols": ["S", "N", "C", "I", "N", "C", "O", "H"], "coordinates": [[-0.332, 2.781, -0.927], [0.517, 1.732, -0.309], [0.993, 0.810, 0.253], [2.336, 0.158, 1.659], [-0.739, -0.808, 0.247], [-0.793, -1.784, -0.433], [-0.552, -2.678, -1.122], [-1.431, -0.211, 0.632]], "lowdin_charge": [0.620, -0.784, -0.753, 0.886, 0.155, -0.394, 0.176, 0.095]}


[4]
{"formula": "C2HLaO3", "method": "ωB97M-V with the def2-TZVPD basis set", "total_charge": 2, "e_homo_ha": [-0.5730, -0.5723], "de_lowest_ev": 4.803, "gap_ev": [3.4, 3.4], "mol_weight_g_mol": 211.93, "symbols": ["O", "O", "O", "C", "C", "H", "La"], "coordinates": [[-0.409, 0.191, -0.620], [0.951, -0.360, 1.007], [1.425, -1.078, -1.084], [0.053, 0.332, 1.705], [0.672, -0.456, -0.392], [-0.153, 1.294, 1.182], [-2.538, 0.077, -1.799]], "lowdin_charge": [-0.311, 0.028, 0.220, 0.231, -0.657, 0.049, 2.439]}


[5]
{"formula": "C2HN2O2", "method": "ωB97M-V with the def2-TZVPD basis set", "total_charge": -1, "e_homo_ha": [-0.0560, -0.1511], "multiplicity": 3, "de_lowest_ev": 0.849, "gap_ev": [6.1, 6.4], "mol_weight_g_mol": 85.04, "symbols": ["C", "C", "N", "N", "O", "O", "H"], "coordinates": [[-1.776, 0.030, -0.007], [-0.235, -0.398, -0.243], [0.048, -1.556, 0.536], [-0.435, -1.863, -0.550], [-2.048, 1.202, 0.070], [-2.369, -1.066, -0.064], [0.342, 0.287, -0.877]], "lowdin_charge": [-0.740, -0.179, -0.051, -0.037, -0.032, -0.061, 0.100]}


[6]
{"formula": "C2HN2O4", "method": "ωB97M-V with the def2-TZVPD basis set", "total_charge": -1, "e_homo_ha": [-0.1011, -0.1013], "de_lowest_ev": 8.693, "gap_ev": [3.8, 3.8], "mol_weight_g_mol": 117.04, "symbols": ["C", "C", "N", "N", "O", "O", "O", "O", "H"], "coordinates": [[-0.419, -0.935, -1.828], [0.328, -1.301, -2.899], [-2.824, -3.392, -0.863], [0.728, -1.879, -3.824], [-2.616, -4.066, 0.155], [-3.944, -3.144, -1.317], [-0.616, -0.457, -0.795], [0.497, 0.724, 0.052], [-0.129, 1.078, 0.592]], "lowdin_charge": [-0.047, -0.148, -0.453, 0.204, -0.232, -0.232, 0.151, -0.165, -0.078]}